[1]
74
Properties=species:S:1:pos:R:3:forces:R:3 method="wB97M-V/def2-TZVPD" homo_energy_ev=-11.13 smiles=ClCCCl.CC#N.CC#N.CC#N.CC#N.CC#N.CC#N.CC#N.CC#N.CC#N.CC#N.CC#N orbital_gap_ev=10.7
Cl -0.249732 -2.696996 -2.487946 1.1 0.3 0.3
C 1.462308 -2.602036 -1.876706 -0.2 -0.3 0.3
C 2.192108 -3.868966 -2.203696 0.3 -0.5 0.2
Cl 2.575078 -3.923436 -3.930806 0.3 0.0 -0.4
H 1.465098 -2.416656 -0.802596 -0.5 -0.3 0.1
H 2.083688 -1.792856 -2.260396 -0.7 0.3 -0.5
H 1.704088 -4.825216 -2.015216 -0.4 0.4 0.3
H 3.109198 -3.856726 -1.614726 0.2 0.0 -0.3
C -1.957322 -0.317986 -3.713466 0.8 -0.3 -0.1
C -1.880142 0.881144 -4.504466 -1.2 1.1 -0.6
N -1.896412 1.841454 -5.139206 0.3 -0.3 0.2
H -2.947032 -0.694416 -3.454866 -0.1 0.5 -0.1
H -1.374142 -0.092536 -2.820626 -0.1 -0.5 0.1
H -1.460522 -1.072796 -4.323026 0.1 -0.2 0.4
C 2.780708 3.154844 -0.365786 -0.3 -0.4 -0.2
C 2.987668 1.762814 -0.790126 0.8 -2.5 -0.6
N 3.201738 0.662674 -1.140166 -0.7 2.7 0.9
H 3.109288 3.783904 -1.193086 0.0 0.2 0.2
H 3.291338 3.389654 0.568134 0.2 -0.2 -0.2
H 1.716558 3.314654 -0.192186 0.0 0.0 -0.1
C -0.426372 4.648994 -3.289006 0.1 0.6 -0.7
C -1.618882 4.976504 -2.503216 1.3 -1.0 -0.2
N -2.523972 5.248164 -1.863826 -0.8 0.2 0.4
H -0.551872 3.832174 -3.999746 -0.5 0.0 0.1
H 0.494708 4.413264 -2.755936 -0.4 0.2 0.5
H -0.249562 5.560624 -3.859776 0.3 -0.1 -0.2
C 0.032058 0.494204 0.787804 0.3 1.3 -1.8
C -0.025142 1.262244 -0.544906 0.1 0.5 -2.9
N -0.087852 1.818824 -1.598326 0.2 -2.2 4.3
H 0.370148 1.264914 1.480494 -0.7 -0.2 0.5
H 0.801688 -0.276396 0.832004 0.0 0.1 -0.7
H -0.951102 0.037854 0.902804 0.1 0.3 0.6
C 0.131598 1.527914 4.735494 0.9 0.4 0.0
C -1.246442 1.089194 4.513694 -1.8 -0.3 0.2
N -2.334662 0.696794 4.348354 2.3 0.6 0.3
H 0.725788 1.324984 3.844514 0.1 -0.3 0.1
H 0.617268 1.090694 5.607874 -0.3 -0.8 -0.2
H 0.352218 2.573944 4.948254 -1.1 0.4 -0.4
C -1.427942 -5.182546 0.942114 -0.2 0.7 -0.7
C -1.423572 -3.716746 0.791644 0.3 4.9 -0.3
N -1.350492 -2.532376 0.637024 -0.4 -5.3 0.8
H -2.225182 -5.539836 1.593924 0.3 0.2 0.2
H -0.424772 -5.479796 1.247744 -0.2 -0.3 0.1
H -1.651342 -5.553746 -0.058086 0.2 -0.3 0.0
C 0.133908 -2.171626 3.767574 -0.1 0.2 -0.5
C 1.262528 -1.549406 4.449074 -1.7 -1.2 -0.9
N 2.133688 -1.100796 5.014334 1.7 0.8 1.0
H -0.806352 -1.791076 4.166554 0.0 -0.2 0.1
H 0.190918 -3.258946 3.818574 0.0 0.1 0.3
H 0.135428 -1.919616 2.707104 0.1 0.1 0.0
C 1.516628 0.569704 -4.629926 0.4 0.4 0.0
C 2.284948 1.837664 -4.611156 -0.7 -0.4 0.0
N 2.827888 2.849924 -4.595686 0.0 -0.2 0.1
H 2.223438 -0.260006 -4.619776 -0.1 -0.1 0.0
H 0.872158 0.509854 -5.506946 0.2 0.1 -0.1
H 0.857078 0.507254 -3.764356 0.3 0.1 0.2
C -3.157142 2.283434 0.153924 0.3 0.4 0.7
C -2.319292 2.676514 1.323564 0.5 0.3 0.2
N -1.649162 3.025554 2.204944 -0.8 -0.5 -1.2
H -2.584302 2.313484 -0.772926 0.1 0.1 0.2
H -3.947962 3.028884 0.070114 -0.1 -0.2 0.0
H -3.566572 1.284534 0.304474 -0.1 0.1 0.1
C 4.547848 -1.438366 1.980444 0.2 1.7 0.6
C 3.657408 -0.269206 2.225224 -2.3 1.9 0.1
N 2.910128 0.625004 2.407524 2.4 -2.7 -0.6
H 4.236508 -2.048056 1.132244 -0.2 0.0 0.4
H 4.690308 -1.918416 2.948614 -0.3 -0.5 -0.3
H 5.518798 -0.995126 1.759344 0.1 -0.1 -0.3
C -4.142322 -1.477696 2.710344 0.2 -1.5 0.1
C -5.107832 -0.469656 2.397224 -1.9 2.8 -1.0
N -5.892842 0.359194 2.136434 1.8 -2.0 0.6
H -4.443932 -2.406956 2.227004 -0.3 -0.1 0.0
H -4.173212 -1.657636 3.784944 0.4 0.1 0.0
H -3.128532 -1.348806 2.331244 -0.1 0.7 0.3

=====

[2]
60
Properties=species:S:1:pos:R:3:forces:R:3 method="wB97M-V/def2-TZVPD" e_above_lowest_kcal_mol=0.00 homo_energy_ev=-5.22 charge=-1 orbital_gap_ev=7.3
Pt 1.757833 -0.545561 0.222826 0.1 0.0 -0.1
O -3.332926 3.032922 3.643097 0.0 0.0 0.0
C -2.405906 2.152104 4.255585 0.0 0.0 0.0
C -1.370072 1.715248 3.260537 0.0 0.0 0.0
C -0.283161 0.963628 3.683287 0.0 0.0 -0.1
C 0.614376 0.497225 2.746000 0.0 0.0 0.0
N 0.505812 0.763544 1.435954 0.0 0.0 0.0
C -0.485252 1.568145 1.037423 0.0 0.0 0.0
C -1.456187 2.033109 1.915859 0.0 0.0 0.0
C -0.502680 2.022159 -0.379626 0.0 0.0 0.0
C -1.656004 1.915750 -1.143488 0.0 0.0 0.0
C -1.637491 2.358204 -2.457544 0.0 0.0 0.0
C -2.866683 2.272084 -3.318983 0.0 0.0 0.0
O -3.805032 3.303187 -3.008233 0.0 0.0 0.0
C -0.457114 2.909280 -2.934827 0.0 0.0 0.0
C 0.637795 2.994583 -2.086879 0.0 0.0 0.0
N 0.627503 2.565906 -0.832091 0.0 0.0 0.0
H -4.046839 3.202456 4.262498 0.0 0.0 0.0
H -2.910697 1.256351 4.635857 0.0 0.0 0.0
H -1.905218 2.637149 5.101208 0.0 0.0 0.0
H -0.139654 0.712730 4.726326 0.0 0.0 0.0
H 1.461056 -0.117331 3.025681 0.0 0.0 0.0
H -2.255007 2.662438 1.551242 0.0 0.0 0.0
H -2.543103 1.452602 -0.730259 0.0 0.0 0.0
H -3.385089 1.329537 -3.149778 0.0 0.0 0.0
H -2.583922 2.311551 -4.376205 0.0 0.0 0.0
H -3.322989 4.135278 -2.964986 0.0 0.0 0.0
H -0.382505 3.252477 -3.960228 0.0 0.0 0.0
H 1.571521 3.423863 -2.435023 0.0 0.0 0.0
O 2.828581 -2.559400 2.621709 0.0 0.0 0.0
S 3.817332 -1.745965 1.939097 -0.1 0.1 0.0
O 5.128295 -1.736583 2.518629 0.0 0.0 0.0
O 3.293152 -0.356551 1.700017 0.0 -0.1 0.0
O 3.998330 -2.322337 0.471387 0.0 0.0 0.0
Cl -1.815232 -2.117201 2.625133 0.0 0.0 0.0
C -0.188892 -2.746944 2.999803 0.0 0.0 0.0
Cl 0.178657 -2.550955 4.718935 0.0 0.0 0.0
H 0.555141 -2.212946 2.414202 0.0 0.0 0.0
H -0.179034 -3.804389 2.768028 0.0 0.0 0.0
Br -2.938607 -1.377593 -4.532670 0.0 0.0 0.0
C -1.602829 -1.136861 -3.187355 0.0 0.0 0.0
C -0.370415 -0.616997 -3.535888 0.0 0.0 0.0
C 0.599542 -0.456205 -2.553444 0.0 0.0 0.0
C 0.386464 -0.796343 -1.211069 0.0 0.0 0.1
C -0.887376 -1.312619 -0.916468 0.0 0.0 0.0
C -1.874541 -1.489923 -1.878166 0.0 0.0 0.0
H -0.165222 -0.343622 -4.563570 0.0 0.0 0.0
H 1.554397 -0.042197 -2.854376 0.0 0.0 0.0
H -1.126249 -1.585876 0.103209 0.0 0.0 0.0
H -2.840190 -1.899555 -1.608557 0.0 0.0 0.0
C 1.690570 -3.808802 -0.307672 0.0 0.0 -0.1
O 2.540838 -3.065792 -1.157299 0.0 0.0 0.1
C 3.046117 -1.886233 -0.601635 -0.1 0.1 0.0
C 3.960729 -1.294574 -1.656149 0.0 0.0 0.0
H 0.745947 -3.281871 -0.138041 0.0 0.0 0.0
H 2.167438 -4.009921 0.653409 0.0 0.0 0.0
H 1.488909 -4.749099 -0.821848 0.0 0.0 0.0
H 4.719684 -2.035461 -1.922217 0.0 0.0 0.0
H 4.449065 -0.404608 -1.261912 0.0 0.0 0.0
H 3.397011 -1.033178 -2.550433 0.0 0.0 0.0

=====

[3]
20
Properties=species:S:1:pos:R:3:forces:R:3 method="wB97M-V/def2-TZVPD" homo_energy_ev="-16.55 / -17.40" charge=+2 spin_multiplicity=3 orbital_gap_ev="7.9 / 4.8"
O -0.017921 2.600336 -6.364386 0.0 -1.9 2.9
C -0.018314 1.973698 -5.408489 0.0 1.7 -2.4
Pt -0.020036 0.415556 -3.381775 0.0 1.5 -0.5
C 1.705648 -0.181677 -3.810394 6.5 -3.0 -1.0
C -1.746413 -0.180018 -3.810395 -6.4 -2.9 -0.9
O 2.686130 -0.763126 -4.051008 -4.0 2.4 0.8
O -2.725843 -0.758555 -4.051804 3.8 2.3 0.8
N -0.017507 0.142131 -1.259344 0.0 -1.6 3.3
C -0.014207 -0.239160 -0.142168 0.0 1.8 -2.8
C 0.003034 -0.293489 1.284616 -0.2 -1.4 0.6
C -0.147390 -1.479216 2.026396 -0.1 -1.2 0.7
C -0.139809 -1.475964 3.433561 -0.2 -1.5 -2.1
C 0.023189 -0.255714 4.114056 0.1 0.7 1.1
C 0.176453 0.940609 3.399135 0.1 1.0 -1.5
C 0.165399 0.907456 1.998121 0.3 2.1 1.7
H -0.271736 -2.409811 1.470477 0.0 0.1 0.4
H -0.259596 -2.422701 3.990690 0.1 0.7 -0.4
H 0.031464 -0.247956 5.215607 0.0 0.0 -0.6
H 0.305282 1.902215 3.929240 -0.1 -0.7 -0.4
H 0.282173 1.825385 1.417864 0.0 -0.1 0.4